Record 1
Computed, not measured: a structure of composition C20H46Cl2O2P2Tl in a non-equilibrium geometry, with wB97M-V/def2-TZVPD.

Last column: Mulliken charge in e.
Element x y z (Å)
1 Tl 0.019 -0.205 -0.214  3.859
2 Cl -0.039 0.424 -2.583  -0.448
3 P -2.321 -0.538 -0.441  -1.401
4 C -2.804 -1.420 -2.041  0.945
5 C -3.269 -1.469 0.869  0.622
6 C -3.110 1.148 -0.666  0.729
7 C -1.815 -2.487 -2.492  -1.553
8 H -2.753 -0.610 -2.770  0.504
9 C -4.216 -1.998 -2.050  -1.955
10 H -4.258 -2.957 -1.538  0.319
11 H -4.519 -2.177 -3.082  0.499
12 H -4.963 -1.351 -1.603  0.381
13 H -0.957 -2.049 -2.986  0.275
14 H -2.309 -3.152 -3.203  0.492
15 H -1.461 -3.097 -1.664  0.210
16 H -2.604 1.462 -1.582  0.547
17 C -2.742 2.150 0.423  -0.622
18 C -4.610 1.163 -0.917  -1.786
19 H -4.869 0.824 -1.915  0.313
20 H -4.983 2.183 -0.818  0.498
21 H -5.152 0.553 -0.194  0.297
22 H -1.875 1.835 0.998  -0.654
23 H -3.564 2.319 1.114  0.328
24 H -2.504 3.109 -0.037  0.523
25 C -2.655 -2.849 1.079  -1.506
26 H -4.265 -1.605 0.447  0.688
27 C -3.426 -0.719 2.185  -1.770
28 H -2.826 -3.515 0.238  0.254
29 H -3.102 -3.314 1.959  0.499
30 H -1.584 -2.781 1.241  0.170
31 H -2.497 -0.266 2.511  0.208
32 H -3.742 -1.420 2.959  0.558
33 H -4.186 0.054 2.121  0.261
34 Cl 0.078 -0.806 2.026  -0.575
35 H 0.240 -1.627 -0.976  -0.584
36 P 2.351 0.227 -0.354  -1.355
37 C 2.765 1.847 -1.234  0.809
38 C 3.387 0.298 1.196  0.584
39 C 3.090 -1.051 -1.510  0.892
40 C 1.767 2.971 -0.985  -1.360
41 H 2.670 1.566 -2.284  0.573
42 C 4.181 2.363 -0.991  -1.966
43 H 4.260 2.879 -0.037  0.318
44 H 4.430 3.088 -1.766  0.490
45 H 4.943 1.592 -1.016  0.367
46 H 0.850 2.817 -1.540  0.187
47 H 2.204 3.914 -1.315  0.477
48 H 1.517 3.076 0.068  0.062
49 H 2.537 -0.810 -2.420  0.475
50 C 2.749 -2.489 -1.136  -1.546
51 C 4.577 -0.919 -1.804  -1.770
52 H 4.804 -0.068 -2.439  0.326
53 H 4.920 -1.811 -2.330  0.520
54 H 5.170 -0.838 -0.894  0.287
55 H 1.997 -2.547 -0.355  0.260
56 H 3.625 -3.040 -0.805  0.446
57 H 2.356 -3.004 -2.013  0.362
58 C 2.831 1.349 2.150  -1.128
59 H 4.368 0.634 0.860  0.808
60 C 3.576 -1.045 1.889  -1.668
61 H 3.153 2.355 1.895  0.146
62 H 3.182 1.141 3.162  0.545
63 H 1.747 1.335 2.159  -0.479
64 H 2.632 -1.536 2.097  0.191
65 H 4.083 -0.886 2.841  0.548
66 H 4.195 -1.718 1.304  0.301
67 C -0.194 1.550 3.821  -0.327
68 O -0.075 2.413 2.748  -0.358
69 C 0.018 2.244 1.381  0.117
70 O -0.325 3.282 0.812  -0.747
71 H -0.294 2.157 4.744  0.247
72 H 0.703 0.917 3.970  0.111
73 H -1.110 0.941 3.736  0.133

Values from the calculation:
2S+1: 1
Net charge: -1
Frontier orbital gap, eV: 5.488

=====

Record 2
Computed, not measured: a cluster of 12 separate species, C20H46F3IN13O24 in total, with wB97M-V/def2-TZVPD.

Last column: Mulliken charge in e.
Element x y z (Å)
1 C -1.736 6.042 -0.019  -0.989
2 C -2.767 5.111 -0.646  -0.230
3 O -2.819 3.813 0.066  -0.307
4 C -2.433 2.787 -0.658  -0.410
5 C -1.184 2.450 -1.078  -1.231
6 N -1.314 1.288 -1.765  0.836
7 O -0.276 0.626 -2.332  -0.376
8 C -2.585 0.890 -1.791  0.204
9 C -3.019 -0.397 -2.477  0.765
10 F -2.744 -1.454 -1.685  -0.212
11 F -2.349 -0.542 -3.632  -0.234
12 F -4.334 -0.408 -2.753  -0.277
13 N -3.299 1.794 -1.098  0.790
14 C -4.733 1.703 -0.775  -1.023
15 I -4.893 1.201 1.323  0.130
16 C -5.528 2.944 -1.141  -0.134
17 C -5.882 3.004 -2.635  -1.007
18 H -1.189 5.549 0.782  0.109
19 H -2.221 6.933 0.379  0.357
20 H -1.027 6.342 -0.789  0.243
21 H -2.524 4.902 -1.689  0.407
22 H -3.773 5.525 -0.599  0.442
23 H -0.236 2.939 -0.931  0.792
24 H 0.113 0.087 -1.591  0.494
25 H -5.125 0.837 -1.283  0.673
26 H -4.999 3.844 -0.844  0.030
27 H -6.440 2.918 -0.542  0.557
28 H -6.809 3.567 -2.757  0.422
29 H -5.119 3.549 -3.190  0.109
30 H -6.038 2.011 -3.062  0.279
31 C 2.755 0.143 1.285  -0.630
32 N 1.741 0.475 0.251  0.997
33 O 1.151 -0.445 -0.309  -0.777
34 O 1.537 1.640 -0.001  -0.490
35 H 2.784 -0.934 1.385  0.159
36 H 3.697 0.563 0.941  0.210
37 H 2.447 0.625 2.207  0.378
38 C -3.273 5.831 -6.205  -0.748
39 N -4.231 5.291 -5.201  0.788
40 O -3.976 5.452 -4.020  -0.460
41 O -5.213 4.726 -5.622  -0.493
42 H -2.458 6.308 -5.674  0.308
43 H -2.936 4.995 -6.809  0.293
44 H -3.822 6.538 -6.820  0.295
45 C -1.359 3.492 2.908  -0.639
46 N -1.332 3.648 4.390  0.942
47 O -1.139 2.655 5.058  -0.552
48 O -1.509 4.767 4.816  -0.540
49 H -1.188 2.447 2.677  0.261
50 H -2.332 3.824 2.563  0.260
51 H -0.573 4.126 2.509  0.253
52 C -1.316 -4.295 -2.584  -0.536
53 N -0.575 -5.420 -1.952  0.929
54 O -0.084 -5.206 -0.855  -0.556
55 O -0.495 -6.456 -2.561  -0.540
56 H -1.267 -3.458 -1.899  0.196
57 H -0.822 -4.072 -3.526  0.331
58 H -2.340 -4.615 -2.758  0.200
59 C 1.547 -4.368 1.443  -0.872
60 N 1.753 -3.762 2.785  0.920
61 O 2.066 -4.476 3.710  -0.499
62 O 1.590 -2.558 2.873  -0.542
63 H 1.703 -5.437 1.515  0.356
64 H 0.534 -4.134 1.141  0.351
65 H 2.258 -3.903 0.767  0.312
66 C 1.817 4.637 -3.702  -0.692
67 N 1.275 5.946 -3.241  0.861
68 O 1.887 6.945 -3.521  -0.501
69 O 0.234 5.921 -2.602  -0.537
70 H 2.732 4.826 -4.250  0.312
71 H 1.997 4.032 -2.819  0.232
72 H 1.059 4.177 -4.329  0.276
73 C 6.634 2.473 3.500  -0.727
74 N 5.379 2.166 2.761  0.878
75 O 4.460 1.662 3.373  -0.500
76 O 5.350 2.432 1.576  -0.526
77 H 6.499 2.175 4.532  0.323
78 H 7.432 1.917 3.018  0.285
79 H 6.807 3.540 3.404  0.293
80 C 5.033 -5.171 4.865  -0.705
81 N 5.869 -4.037 4.384  0.908
82 O 5.804 -3.744 3.202  -0.531
83 O 6.560 -3.470 5.197  -0.536
84 H 4.479 -5.557 4.019  0.273
85 H 5.698 -5.918 5.288  0.307
86 H 4.369 -4.779 5.629  0.288
87 C 0.225 -3.812 6.742  -0.601
88 N 0.432 -4.999 7.615  0.893
89 O -0.219 -5.995 7.382  -0.524
90 O 1.251 -4.885 8.502  -0.526
91 H -0.521 -4.066 5.998  0.278
92 H -0.102 -2.992 7.374  0.309
93 H 1.181 -3.582 6.282  0.169
94 C 7.488 -5.353 0.917  -0.630
95 N 8.089 -6.686 0.636  0.884
96 O 8.970 -6.751 -0.192  -0.528
97 O 7.643 -7.622 1.266  -0.532
98 H 7.976 -4.617 0.290  0.321
99 H 6.427 -5.427 0.703  0.248
100 H 7.641 -5.142 1.970  0.229
101 C -5.120 -4.123 -5.465  -0.636
102 N -5.152 -5.180 -4.416  0.848
103 O -5.941 -6.081 -4.545  -0.494
104 O -4.369 -5.063 -3.489  -0.566
105 H -5.864 -4.366 -6.212  0.320
106 H -5.335 -3.178 -4.975  0.197
107 H -4.118 -4.116 -5.883  0.283

Values from the calculation:
2S+1: 1
Net charge: +1
Frontier orbital gap, eV: 8.929

=====

Record 3
Computed, not measured: a cluster of 7 separate species, C20H46N2O19S3 in total in a non-equilibrium geometry, with wB97M-V/def2-TZVPD.

Last column: Mulliken charge in e.
Element x y z (Å)
1 C -5.302 -0.799 2.092  -0.902
2 N -4.645 -1.995 1.613  0.444
3 C -5.259 -3.102 2.433  -1.110
4 C -4.875 -2.169 0.150  -1.071
5 C -3.100 -1.851 1.804  -0.456
6 C -2.593 -1.566 3.233  -0.409
7 O -1.236 -1.807 3.282  -0.557
8 H -5.230 -0.590 3.172  0.418
9 H -6.545 -0.689 1.878  0.302
10 H -5.030 0.167 1.595  0.307
11 H -5.228 -2.900 3.426  0.499
12 H -4.775 -4.029 2.381  0.448
13 H -6.298 -3.365 2.116  0.322
14 H -5.946 -2.317 -0.075  0.353
15 H -4.289 -3.125 -0.149  0.369
16 H -4.677 -1.518 -0.532  0.469
17 H -2.840 -0.948 1.274  0.155
18 H -2.603 -2.617 1.234  0.513
19 H -3.122 -2.312 3.716  0.425
20 H -2.842 -0.510 3.590  0.170
21 H -0.654 -1.307 2.576  0.325
22 N -0.293 -0.871 -0.602  0.738
23 O -1.357 -1.117 -1.039  -0.635
24 O 0.025 -1.472 0.473  -0.597
25 O 0.324 0.250 -0.967  -0.474
26 O 3.773 1.893 -5.216  -0.656
27 S 2.850 1.582 -4.277  1.241
28 O 1.793 2.376 -4.014  -0.550
29 O 2.239 0.100 -4.768  -0.474
30 C 1.376 -0.696 -3.948  0.300
31 C 0.949 -1.948 -4.647  -1.355
32 C 3.715 1.247 -2.746  -0.870
33 H 0.741 -0.038 -3.696  0.589
34 H 1.862 -0.884 -2.870  -0.244
35 H 0.497 -2.469 -3.911  0.468
36 H 1.767 -2.265 -5.283  0.318
37 H 0.154 -1.461 -5.382  0.309
38 H 4.626 0.482 -2.972  0.277
39 H 2.966 0.780 -2.126  -0.011
40 H 4.115 2.107 -2.454  0.651
41 O -1.781 3.624 2.550  -0.584
42 S -2.515 2.714 1.652  1.100
43 O -3.005 1.420 2.183  -0.568
44 O -3.985 3.644 1.236  -0.442
45 C -4.753 4.050 2.159  -0.528
46 C -5.986 4.972 1.724  -1.399
47 C -1.758 2.441 0.131  -0.498
48 H -4.055 4.482 2.862  0.439
49 H -5.030 3.371 2.790  0.570
50 H -6.739 4.511 1.140  0.344
51 H -5.555 5.766 1.096  0.304
52 H -6.444 5.381 2.489  0.496
53 H -0.791 1.991 0.263  -0.015
54 H -1.663 3.390 -0.485  0.405
55 H -2.114 1.456 -0.510  0.292
56 O 3.495 -4.163 -2.732  -0.618
57 S 3.224 -4.581 -1.426  1.196
58 O 3.601 -5.978 -1.137  -0.725
59 O 4.180 -3.663 -0.465  -0.170
60 C 5.585 -4.091 -0.408  -0.599
61 C 6.253 -3.268 0.658  -0.867
62 C 1.572 -4.349 -0.969  -0.562
63 H 5.986 -3.849 -1.321  0.425
64 H 5.740 -5.178 -0.314  0.449
65 H 6.451 -2.163 0.213  0.168
66 H 7.089 -4.008 0.891  0.289
67 H 5.783 -2.948 1.510  0.272
68 H 1.235 -3.434 -1.375  0.006
69 H 1.547 -4.278 0.244  0.230
70 H 0.944 -5.262 -1.170  0.448
71 C 1.695 3.967 -1.053  1.031
72 C 1.049 5.120 -1.658  -0.304
73 O 0.616 5.878 -0.541  -0.355
74 C 0.793 5.299 0.528  0.626
75 O 0.596 5.731 1.625  -0.627
76 O 1.375 4.130 0.318  -0.315
77 H 2.799 3.721 -1.563  -0.207
78 H 1.300 2.947 -1.431  -0.431
79 H 0.232 4.947 -2.187  0.355
80 H 1.834 5.720 -2.200  0.277
81 C 3.088 -0.455 1.122  0.661
82 C 3.691 -0.109 2.388  -0.356
83 O 3.960 1.227 2.057  -0.345
84 C 4.163 1.390 0.843  0.680
85 O 4.408 2.532 0.325  -0.706
86 O 3.824 0.368 0.154  -0.087
87 H 2.072 -0.263 0.826  -0.036
88 H 3.537 -1.466 0.733  -0.422
89 H 4.470 -0.657 2.595  0.386
90 H 2.956 -0.276 3.275  0.278

Values from the calculation:
2S+1: 1
Relative energy (zero: lowest compared OMol25 entry of this formula, charge and spin), kJ/mol: 309.6
Frontier orbital gap, eV: 8.806

=====

Which formula does entry 1 have? C20H46Cl2O2P2Tl